Entry from OMol25: 2 unconnected molecules or ions with the total composition C4H4IN3 at a distorted geometry (the ωB97M-V functional and the def2-TZVPD basis).

Positions of all 12 atoms, in Å:
1 N -1.232 2.372 0.794
2 C -0.922 1.274 0.599
3 C -0.167 0.293 -0.104
4 N -0.149 -0.085 -1.327
5 N 0.930 -0.798 -1.581
6 C 1.738 -0.779 -0.544
7 C 1.241 0.036 0.559
8 H 2.702 -1.236 -0.604
9 H 0.991 -0.522 1.398
10 H 1.717 0.962 0.758
11 I -3.218 -1.274 0.710
12 H -3.630 -0.243 -0.658

The HOMO energy is -10.0 eV. For the electronic energy, the calculation gives -16780.32765 eV. The calculation puts the strongest force on any atom at 0.0860 Eh/bohr.

Mulliken population analysis, charges in e, atoms 1 to 4:
1. N -0.403
2. C 0.157
3. C 0.405
4. N -0.263

Entry from OMol25: a gas-phase ion, C4H4IO2 (charge -1) at a distorted geometry (the ωB97M-V functional and the def2-TZVPD basis).

Positions of all 11 atoms, in Å:
1 O -2.925 0.194 -0.910
2 C -2.241 -0.074 0.040
3 O -2.423 -0.682 1.117
4 C -0.570 0.576 -0.170
5 C 0.725 -0.276 -0.298
6 C 1.876 -0.170 0.391
7 I 3.559 -1.549 -0.031
8 H -0.402 1.187 -1.137
9 H -0.494 1.265 0.774
10 H 0.865 -0.828 -1.190
11 H 2.030 0.357 1.413

As for the total charge: -1. The HOMO energy is -4.3 eV. For the electronic energy, the calculation gives -16408.42554 eV. The calculation puts the strongest force on any atom at 0.0577 Eh/bohr.

Mulliken population analysis, charges in e, atoms 1 to 4:
1. O -0.621
2. C 0.569
3. O -0.680
4. C -0.585